1.
Density functional theory data (ωB97M-V/def2-TZVPD) for a cluster of 4 separate species, C4H16 in total in a non-equilibrium geometry.

```
20
Properties=species:S:1:pos:R:3:forces:R:3
C -1.472216 -2.952096 -4.210215 0.45 1.32 -0.51
H -1.211387 -2.655973 -3.196825 -0.29 -0.69 0.30
H -1.706282 -3.985760 -4.425253 0.07 -0.16 0.44
H -2.292159 -2.303993 -4.524430 -0.08 -0.18 -0.02
H -0.597453 -2.628871 -4.784798 -0.15 -0.29 -0.21
C -1.307050 -2.699945 5.277777 1.48 0.17 0.31
H -1.796470 -1.956095 4.663056 -0.38 0.10 0.25
H -0.575163 -2.238692 5.952070 -0.29 0.40 -0.12
H -1.933484 -3.294477 5.931019 -0.38 -0.19 -0.44
H -0.658456 -3.276942 4.617495 -0.42 -0.47 0.00
C 1.350942 5.142787 -0.418622 1.21 -0.86 0.75
H 0.566514 5.848348 -0.180409 -0.09 0.20 -0.66
H 1.536621 4.604802 0.517521 -0.08 -0.14 -0.11
H 1.189896 4.395673 -1.191971 -0.73 0.18 -0.01
H 2.327198 5.563215 -0.668686 -0.32 0.62 0.05
C 1.366241 0.551727 -0.713542 -1.39 -1.60 1.39
H 0.558614 1.146490 -0.280499 0.67 0.81 -0.05
H 0.763176 -0.148143 -1.285429 0.48 0.06 -1.08
H 2.221107 1.016132 -1.172534 -0.19 0.29 -0.31
H 1.669810 -0.128188 0.094274 0.42 0.45 0.05
```
Positions in Å, forces in eV/Å.

## Properties
SMILES string	C.C.C.C
energy relative to the best compared isomer or geometry (same formula, charge and spin)	0.244	eV
E_LUMO	0.0323	Ha
calculated total energy	-161.94476	a.u.
gap between HOMO and LUMO	0.5017	Eh

---

2.
Density functional theory data (ωB97M-V/def2-TZVPD) for a cluster of 4 separate species, C4H16 in total in a non-equilibrium geometry.

```
20
Properties=species:S:1:pos:R:3:forces:R:3
C -0.883131 5.460996 -3.273510 1.67 -0.01 0.68
H -0.490428 5.435675 -2.245317 -0.78 -0.14 0.02
H -1.563816 6.297825 -3.400325 0.00 -0.20 -0.18
H 0.078245 5.597381 -3.781909 -0.44 0.33 -0.58
H -1.246842 4.485364 -3.567005 -0.44 0.02 0.06
C -4.143952 -2.029214 2.524020 1.14 -0.53 0.64
H -4.757630 -1.183510 2.217586 -0.36 -0.72 -0.36
H -3.740734 -2.741393 1.815218 -0.26 0.53 -1.18
H -3.248917 -1.578851 2.947204 0.06 -0.03 0.41
H -4.549371 -2.758246 3.225195 -0.57 0.76 0.48
C 3.552093 -3.587362 -0.420485 1.72 0.15 1.07
H 3.052881 -3.728022 0.525958 -0.96 0.05 -0.17
H 3.113549 -3.001696 -1.187759 -1.12 0.20 -0.47
H 4.412480 -2.983669 -0.110529 0.30 -0.27 -0.20
H 3.901815 -4.547698 -0.772987 0.05 -0.12 -0.23
C 1.396167 0.182969 1.149847 -0.62 -1.26 0.22
H 1.233255 -0.751186 1.721356 -0.11 0.17 -0.65
H 2.437377 0.171341 0.870513 0.49 0.72 0.50
H 0.879052 0.171695 0.189707 -0.41 -0.12 0.28
H 0.984909 0.940486 1.815306 0.65 0.49 -0.35
```
Positions in Å, forces in eV/Å.

## Properties
SMILES string	C.C.C.C
energy relative to the best compared isomer or geometry (same formula, charge and spin)	0.358	eV
E_LUMO	0.0317	Ha
calculated total energy	-161.94057	a.u.
gap between HOMO and LUMO	0.4971	Eh

---

3.
Density functional theory data (ωB97M-V/def2-TZVPD) for a structure of composition C4H16AsBBaF4N5O9P2 in a non-equilibrium geometry.

```
43
Properties=species:S:1:pos:R:3:forces:R:3
Ba 0.838410 -0.190088 -0.624857 -1.48 -0.08 0.24
N -1.113150 0.932735 -3.652380 0.07 0.03 -0.05
N -2.315538 0.740815 -2.963603 -0.01 0.08 0.04
C -2.527680 1.047802 -1.681422 0.10 -0.01 0.02
N -3.699868 0.664931 -1.150430 -0.07 0.08 0.09
N -1.518964 1.709892 -1.090251 0.01 0.07 0.07
N -1.644648 2.099056 0.204148 -0.06 -0.23 -0.08
O -0.585506 2.360814 0.756734 0.12 0.02 0.02
O -2.728855 2.184110 0.781130 -0.03 0.03 -0.12
H -0.494074 0.142733 -3.485593 -0.04 0.04 -0.05
H -0.672958 1.776500 -3.309719 0.02 0.03 -0.02
H -2.970578 0.128954 -3.419547 -0.02 -0.02 -0.03
H -4.036013 -0.236388 -1.461482 0.00 -0.03 -0.06
H -3.825634 0.910068 -0.181971 -0.02 0.00 0.04
O 2.932293 1.568238 -0.218564 0.01 0.11 -0.11
P 3.863484 0.247187 0.063902 0.38 0.01 0.12
O 5.145995 0.579060 0.684410 -0.05 -0.01 0.01
O 2.888380 -0.717827 0.704822 0.19 -0.03 0.06
O 4.111090 -0.259150 -1.476516 0.05 -0.03 -0.08
P 3.168350 -0.389180 -2.772507 0.12 0.09 -0.16
O 2.305470 -1.736277 -2.353131 0.12 -0.09 -0.16
O 3.937002 -0.629164 -3.994972 -0.04 0.00 -0.04
O 2.130157 0.720592 -2.659069 0.30 0.01 -0.12
H 2.823864 1.730367 -1.176543 0.19 0.10 0.02
H 2.144328 -2.279676 -3.135526 0.03 0.05 0.13
C -1.592244 0.068354 3.815429 0.05 0.05 -0.05
As -0.008164 -0.169124 2.691869 0.05 -0.10 0.16
C 1.149111 1.187529 3.483099 -0.02 -0.01 -0.03
C 0.766349 -1.738580 3.563435 0.00 0.02 0.01
H -1.319430 0.049814 4.870869 -0.01 0.00 0.01
H -2.305766 -0.728171 3.606729 0.00 0.01 0.02
H -2.051895 1.025627 3.570396 -0.02 -0.01 0.00
H 1.176512 1.089549 4.568960 0.00 -0.02 0.00
H 0.779096 2.174218 3.210036 0.00 0.00 -0.01
H 2.151675 1.059126 3.075189 0.00 0.01 0.01
H 0.837324 -1.600528 4.643253 0.00 0.03 -0.01
H 1.761661 -1.883745 3.143736 0.00 -0.03 0.01
H 0.159475 -2.618810 3.352600 0.01 0.00 -0.01
F -1.045233 -1.875221 -3.031990 0.04 -0.11 -0.01
B -1.940570 -2.245836 -2.009364 0.11 0.13 0.00
F -3.258915 -1.893568 -2.383128 0.01 -0.05 0.04
F -1.843887 -3.574285 -1.688688 -0.01 -0.01 0.00
F -1.570457 -1.432452 -0.869493 -0.10 -0.15 0.10
```
Positions in Å, forces in eV/Å.

## Properties
energy relative to the best compared isomer or geometry (same formula, charge and spin)	0.988	eV
E_LUMO	0.0782	Ha
charge	-1
calculated total energy	-4481.92427	a.u.
gap between HOMO and LUMO	0.3299	Eh

---

4.
Density functional theory data (ωB97M-V/def2-TZVPD) for a structure of composition C4H16BCl2CrN4O16 in a non-equilibrium geometry.

```
44
Properties=species:S:1:pos:R:3:forces:R:3
Cr 0.191513 -12.461840 9.455372 0.24 -1.48 -0.02
Cl -0.464501 -14.316581 6.185012 -0.92 -0.75 0.14
O -1.850688 -13.893383 6.125673 0.30 0.31 -0.24
O -0.408599 -15.751492 6.161961 0.21 0.38 0.04
O 0.281161 -13.770167 5.079619 0.01 0.35 -0.04
O 0.099996 -13.818063 7.427047 0.38 0.23 0.49
Cl 2.534292 -15.079972 10.564905 0.12 -0.05 -0.49
O 1.244961 -14.396030 10.467860 -0.25 0.30 -0.26
O 2.324877 -16.378821 11.132352 0.05 0.32 0.27
O 3.116321 -15.216235 9.254336 -0.04 0.12 0.12
O 3.400725 -14.261951 11.389568 0.06 -0.11 0.20
B -1.832527 -13.221335 10.463594 -1.10 -0.63 -0.24
H -1.985849 -14.397880 10.554884 0.17 -0.28 0.14
H -2.747061 -12.610917 10.935661 0.05 0.45 0.31
H -0.779180 -12.911326 10.924241 1.24 0.27 1.02
H -1.745273 -12.961542 9.313037 -0.21 0.34 -1.37
C -1.098164 -10.445845 5.967607 -0.80 -0.63 -0.30
N 0.168280 -10.477677 6.725403 0.25 -0.13 -0.24
O 0.143932 -10.985853 7.839471 -0.23 0.71 -0.01
O 1.159000 -10.082898 6.168343 -0.33 0.06 0.32
H -1.990970 -10.604942 6.567470 0.43 -0.05 0.57
H -1.019545 -11.339350 5.341389 -0.02 0.23 -0.32
H -1.210771 -9.515521 5.424609 0.49 -0.05 -0.23
C 4.719650 -12.831490 7.890056 1.11 -0.49 -0.29
N 3.586886 -11.889779 7.809989 0.72 -0.53 -0.62
O 2.485930 -12.385069 7.877510 -0.34 0.29 0.34
O 3.854641 -10.734522 7.549915 -0.37 0.15 0.30
H 4.845504 -13.291082 6.907743 -0.49 0.04 -0.05
H 4.555625 -13.632239 8.605562 -0.35 0.25 0.14
H 5.645749 -12.287227 8.046085 -0.21 0.25 0.38
C -1.378261 -8.471652 10.463119 -0.64 0.42 -0.72
N -0.190750 -9.347458 10.490113 0.40 0.09 -1.16
O 0.903372 -8.845349 10.373948 -0.01 0.06 0.46
O -0.422323 -10.541141 10.424629 -0.34 0.30 0.62
H -2.084680 -8.735472 11.240523 0.12 -0.11 0.10
H -1.824400 -8.662412 9.484744 -0.14 -0.35 0.18
H -1.120880 -7.419104 10.421797 0.45 -0.09 0.58
C 3.045627 -10.887363 12.696841 0.17 0.45 0.10
N 3.140496 -11.203622 11.251338 0.31 -0.69 0.27
O 2.124558 -11.625923 10.748930 -0.32 0.20 -0.28
O 4.216479 -11.139966 10.707937 -0.01 0.27 -0.07
H 3.899119 -10.288419 12.996286 0.14 -0.13 -0.15
H 3.036804 -11.845390 13.209478 -0.15 -0.02 -0.01
H 2.135467 -10.315659 12.843391 -0.15 -0.24 0.05
```
Positions in Å, forces in eV/Å.

## Properties
energy relative to the best compared isomer or geometry (same formula, charge and spin)	0.443	eV
spin multiplicity	5
expectation value of S²	6.010
E_LUMO (alpha / beta)	0.0396 / 0.0395	Ha
charge	-1
calculated total energy	-3573.70473	a.u.
gap between HOMO and LUMO (alpha / beta)	0.2701 / 0.2839	Eh

---

5.
Density functional theory data (ωB97M-V/def2-TZVPD) for a structure of composition C4H16BInO3 in a non-equilibrium geometry.

```
25
Properties=species:S:1:pos:R:3:forces:R:3
In 6.986844 12.481879 -3.019477 -0.61 0.53 0.63
B 8.348500 15.158905 -4.175087 2.60 -3.50 1.34
H 8.241528 16.208947 -4.399157 -2.55 5.19 -0.68
H 7.546066 14.650272 -4.686589 -3.81 -0.83 -3.66
H 9.303488 14.861417 -4.579723 3.06 -1.96 -1.29
H 8.345370 14.972794 -3.112268 0.43 0.60 4.50
C 4.464623 14.615409 0.858636 0.20 0.60 0.13
C 5.673966 14.673646 -0.059052 -0.54 -0.41 -0.15
O 6.148890 13.337960 -0.321961 0.30 0.01 -0.81
H 4.707202 14.043688 1.754397 -0.14 -0.03 0.09
H 3.567913 14.218748 0.382521 0.25 -0.29 -0.13
H 4.194250 15.624483 1.169733 0.09 0.06 0.15
H 6.496348 15.282799 0.316078 -0.11 0.03 0.22
H 5.363499 15.076317 -1.023191 0.17 -0.04 -0.06
H 6.323952 12.889838 0.508794 0.06 0.03 0.16
C 3.085402 12.158992 -2.284031 -1.78 -1.33 1.08
C 3.618504 11.230144 -1.198104 -0.44 1.43 -0.93
O 4.920936 10.856758 -1.601094 0.44 -0.66 0.21
O 3.896569 13.255470 -2.519359 1.07 0.74 -0.29
H 2.128597 12.502745 -1.891007 -0.29 0.06 0.03
H 2.827939 11.608231 -3.188729 0.39 -0.17 -0.23
H 2.933281 10.388672 -1.095621 0.12 -0.20 -0.14
H 3.635794 11.770703 -0.251743 0.18 0.04 0.12
H 5.155816 10.169357 -0.973482 0.61 -0.25 -0.13
H 3.302514 13.933702 -2.849077 0.29 0.34 -0.17
```
Positions in Å, forces in eV/Å.

## Properties
energy relative to the best compared isomer or geometry (same formula, charge and spin)	0.000	eV
spin multiplicity	2
expectation value of S²	0.759
E_LUMO (alpha / beta)	-0.1505 / -0.3133	Ha
charge	+1
calculated total energy	-602.22456	a.u.
gap between HOMO and LUMO (alpha / beta)	0.3685 / 0.2056	Eh

---

6.
Density functional theory data (ωB97M-V/def2-TZVPD) for a cluster of 5 separate species, C4H16BrN8O4 in total in a non-equilibrium geometry.

```
33
Properties=species:S:1:pos:R:3:forces:R:3
Br 0.411615 0.347749 -0.149833 0.06 -0.06 -0.31
C 0.232972 4.073328 -2.141913 -0.22 0.51 -0.11
O 0.210183 5.237024 -2.533063 0.05 -0.15 0.00
N -0.232244 3.038121 -2.908985 0.18 -0.17 0.03
N 0.691109 3.696873 -0.924233 0.09 -0.18 -0.07
H -0.642880 3.275883 -3.790541 -0.08 -0.01 0.04
H -0.383242 2.133038 -2.493269 -0.02 -0.03 -0.07
H 1.056059 4.406333 -0.318714 0.04 0.00 -0.04
H 0.850227 2.714618 -0.737388 -0.03 0.04 0.32
C 0.141772 -3.663616 -2.127327 0.18 0.80 0.77
O -0.184504 -4.818771 -2.344098 0.13 -0.18 -0.16
N 0.699285 -3.238738 -0.947236 -0.32 -0.43 -1.09
N -0.072159 -2.661954 -3.037385 -0.45 -0.61 -0.87
H 0.923109 -2.260547 -0.865535 0.19 0.06 0.64
H 1.064914 -3.978951 -0.380847 0.03 0.30 0.36
H 0.198550 -1.696801 -3.006014 0.14 -0.03 0.53
H -0.499303 -3.005156 -3.880163 -0.01 0.22 -0.02
C -2.405496 2.781754 1.691066 0.04 -0.39 -0.02
O -3.079023 3.616755 2.274839 -0.08 0.16 0.02
N -2.713963 2.291288 0.452493 0.32 -0.08 0.24
N -1.287990 2.190120 2.243835 -0.72 0.48 -0.25
H -3.520866 2.635455 -0.027411 -0.01 0.02 0.00
H -2.126782 1.565213 0.070650 -0.16 0.03 -0.25
H -0.977719 2.685168 3.060647 0.35 -0.15 -0.04
H -0.639427 1.771665 1.587528 0.30 -0.09 0.37
C 1.173546 -2.708268 2.994331 0.14 0.33 -0.06
O 0.350363 -2.274926 3.778427 -0.05 -0.15 -0.02
N 1.493886 -4.045981 2.929437 -0.02 0.71 0.01
N 1.864042 -1.915732 2.117770 -0.07 -0.02 0.23
H 2.122228 -4.356084 2.215321 -0.03 -0.51 0.20
H 1.092622 -4.612794 3.650516 0.15 -0.35 -0.18
H 2.670111 -2.236372 1.616616 -0.09 -0.02 -0.11
H 1.519003 -0.985695 1.930477 -0.04 -0.06 -0.08
```
Positions in Å, forces in eV/Å.

## Properties
energy relative to the best compared isomer or geometry (same formula, charge and spin)	0.419	eV
E_LUMO	0.0982	Ha
charge	-1
calculated total energy	-3475.34784	a.u.
gap between HOMO and LUMO	0.3272	Eh

---

Please write out number 3 again, unchanged.
Density functional theory data (ωB97M-V/def2-TZVPD) for a structure of composition C4H16AsBBaF4N5O9P2 in a non-equilibrium geometry.

```
43
Properties=species:S:1:pos:R:3:forces:R:3
Ba 0.838410 -0.190088 -0.624857 -1.48 -0.08 0.24
N -1.113150 0.932735 -3.652380 0.07 0.03 -0.05
N -2.315538 0.740815 -2.963603 -0.01 0.08 0.04
C -2.527680 1.047802 -1.681422 0.10 -0.01 0.02
N -3.699868 0.664931 -1.150430 -0.07 0.08 0.09
N -1.518964 1.709892 -1.090251 0.01 0.07 0.07
N -1.644648 2.099056 0.204148 -0.06 -0.23 -0.08
O -0.585506 2.360814 0.756734 0.12 0.02 0.02
O -2.728855 2.184110 0.781130 -0.03 0.03 -0.12
H -0.494074 0.142733 -3.485593 -0.04 0.04 -0.05
H -0.672958 1.776500 -3.309719 0.02 0.03 -0.02
H -2.970578 0.128954 -3.419547 -0.02 -0.02 -0.03
H -4.036013 -0.236388 -1.461482 0.00 -0.03 -0.06
H -3.825634 0.910068 -0.181971 -0.02 0.00 0.04
O 2.932293 1.568238 -0.218564 0.01 0.11 -0.11
P 3.863484 0.247187 0.063902 0.38 0.01 0.12
O 5.145995 0.579060 0.684410 -0.05 -0.01 0.01
O 2.888380 -0.717827 0.704822 0.19 -0.03 0.06
O 4.111090 -0.259150 -1.476516 0.05 -0.03 -0.08
P 3.168350 -0.389180 -2.772507 0.12 0.09 -0.16
O 2.305470 -1.736277 -2.353131 0.12 -0.09 -0.16
O 3.937002 -0.629164 -3.994972 -0.04 0.00 -0.04
O 2.130157 0.720592 -2.659069 0.30 0.01 -0.12
H 2.823864 1.730367 -1.176543 0.19 0.10 0.02
H 2.144328 -2.279676 -3.135526 0.03 0.05 0.13
C -1.592244 0.068354 3.815429 0.05 0.05 -0.05
As -0.008164 -0.169124 2.691869 0.05 -0.10 0.16
C 1.149111 1.187529 3.483099 -0.02 -0.01 -0.03
C 0.766349 -1.738580 3.563435 0.00 0.02 0.01
H -1.319430 0.049814 4.870869 -0.01 0.00 0.01
H -2.305766 -0.728171 3.606729 0.00 0.01 0.02
H -2.051895 1.025627 3.570396 -0.02 -0.01 0.00
H 1.176512 1.089549 4.568960 0.00 -0.02 0.00
H 0.779096 2.174218 3.210036 0.00 0.00 -0.01
H 2.151675 1.059126 3.075189 0.00 0.01 0.01
H 0.837324 -1.600528 4.643253 0.00 0.03 -0.01
H 1.761661 -1.883745 3.143736 0.00 -0.03 0.01
H 0.159475 -2.618810 3.352600 0.01 0.00 -0.01
F -1.045233 -1.875221 -3.031990 0.04 -0.11 -0.01
B -1.940570 -2.245836 -2.009364 0.11 0.13 0.00
F -3.258915 -1.893568 -2.383128 0.01 -0.05 0.04
F -1.843887 -3.574285 -1.688688 -0.01 -0.01 0.00
F -1.570457 -1.432452 -0.869493 -0.10 -0.15 0.10
```
Positions in Å, forces in eV/Å.

## Properties
energy relative to the best compared isomer or geometry (same formula, charge and spin)	0.988	eV
E_LUMO	0.0782	Ha
charge	-1
calculated total energy	-4481.92427	a.u.
gap between HOMO and LUMO	0.3299	Eh